Record 1
{"formula": "C5H7NO", "method": "wB97M-V/def2-TZVPD", "multiplicity": 1, "lumo_ev": 0.7, "e_homo_ev": -8.8, "smiles": "C=C=C(N)C(C)=O", "e_tot_ev": -8833.6723, "orbital_gap_ev": 9.4, "symbols": ["C", "C", "C", "N", "C", "C", "O", "H", "H", "H", "H", "H", "H", "H"], "coordinates": [[2.61210, -0.06397, 0.02137], [1.50061, 0.60349, 0.19438], [0.20155, 0.64865, -0.02349], [-0.61209, 1.74413, -0.38865], [-0.33559, -0.78192, 0.12326], [-1.82411, -0.99891, -0.00219], [0.38515, -1.70892, 0.40807], [2.85266, -0.26831, -1.01961], [3.18544, -0.54657, 0.81781], [-0.03064, 2.57521, -0.34590], [-1.40312, 1.86220, 0.23264], [-2.27876, -0.34182, -0.74534], [-1.96585, -2.05198, -0.25216], [-2.28374, -0.81457, 0.97797]], "forces_ev_per_a": [[-0.2, 0.0, 0.3], [0.3, -0.2, -0.7], [0.4, -0.7, 0.4], [0.3, -0.1, 0.5], [-0.5, 0.3, 0.1], [0.1, 0.0, -0.1], [-0.2, 0.0, -0.2], [0.3, -0.1, 0.2], [0.1, 0.6, -0.2], [-0.3, 0.0, -0.1], [0.0, 0.0, 0.0], [0.0, -0.1, 0.1], [-0.2, 0.2, 0.0], [0.0, 0.0, -0.2]]}

***

Record 2
{"formula": "C26H44NO5P2S", "method": "wB97M-V/def2-TZVPD", "multiplicity": 1, "lumo_ev": -3.0, "e_homo_ev": -11.2, "e_tot_ev": -68814.8857, "total_charge": 1, "orbital_gap_ev": 8.2, "symbols": ["C", "C", "C", "C", "C", "C", "C", "C", "C", "C", "P", "O", "O", "O", "C", "C", "C", "P", "O", "O", "S", "C", "N", "H", "H", "H", "H", "H", "H", "H", "H", "H", "H", "H", "H", "H", "H", "H", "H", "H", "H", "H", "H", "H", "H", "H", "H", "H", "H", "H", "H", "H", "H", "H", "H", "C", "C", "C", "C", "C", "C", "H", "H", "H", "H", "H", "H", "C", "C", "C", "C", "C", "C", "H", "H", "H", "H", "H", "H"], "coordinates": [[1.43493, -0.43215, 0.48987], [2.90396, -0.07446, 0.26175], [3.40433, -0.11967, -1.18539], [3.26959, -1.45504, -1.95085], [2.55930, -1.38409, -3.31195], [1.11837, -0.83380, -3.28514], [0.04481, -1.93789, -3.37624], [-1.32930, -1.57083, -4.01859], [-2.56595, -1.94383, -3.17632], [-3.14551, -1.01941, -2.06308], [-3.91468, -2.23113, -0.89262], [-4.82920, -3.09590, -1.63962], [-4.56456, -1.36139, 0.28099], [-2.65017, -2.95087, -0.22023], [-4.22176, -0.03063, -2.57379], [-4.32645, 1.21153, -1.70191], [-3.04823, 2.05602, -1.79613], [-3.00439, 3.21711, -0.39030], [-2.37364, 2.11468, 0.65002], [-1.79545, 4.22980, -0.69113], [-4.62675, 4.04322, 0.13835], [-1.78661, 1.18228, -1.88875], [-2.05548, -0.19667, -1.35900], [1.24631, -1.51304, 0.43757], [1.09878, -0.10489, 1.47831], [0.79108, 0.04239, -0.26178], [3.06949, 0.93546, 0.65544], [3.52095, -0.73994, 0.87896], [2.93443, 0.70099, -1.74930], [4.47028, 0.13243, -1.15961], [2.79802, -2.22943, -1.32801], [4.28275, -1.82199, -2.14653], [3.17950, -0.80122, -3.99896], [2.51730, -2.39993, -3.72304], [0.96689, -0.11419, -4.10088], [1.01122, -0.26745, -2.35329], [0.48415, -2.76030, -3.94762], [-0.14215, -2.37495, -2.38001], [-1.35028, -0.53492, -4.37702], [-1.44248, -2.17595, -4.92329], [-2.33387, -2.92253, -2.73819], [-3.43085, -2.12135, -3.82288], [-4.08710, -1.22365, 1.10053], [-2.19692, -2.57389, 0.53707], [-5.17695, -0.56574, -2.59502], [-4.00693, 0.24759, -3.61328], [-5.16491, 1.83692, -2.01696], [-4.54872, 0.92160, -0.66988], [-3.10602, 2.65029, -2.71830], [-2.40108, 2.43370, 1.55832], [-1.16800, 3.98098, -1.37078], [-0.96938, 1.56182, -1.26997], [-1.41577, 1.09201, -2.90428], [-1.18785, -0.73636, -1.34946], [-2.31376, -0.03794, -0.38124], [-1.69020, -2.74692, 3.17896], [-1.22932, -3.88078, 3.83387], [-0.11028, -3.80277, 4.65054], [0.55143, -2.59295, 4.81605], [0.09502, -1.45829, 4.16186], [-1.02333, -1.54029, 3.34526], [-2.57098, -2.80607, 2.55113], [-1.74805, -4.82247, 3.71369], [0.24480, -4.68617, 5.16408], [1.41957, -2.53384, 5.45876], [0.60646, -0.51345, 4.29621], [-1.38648, -0.64506, 2.84745], [3.60597, 3.57994, 2.60342], [4.02290, 2.63680, 3.53177], [5.11989, 2.89713, 4.34075], [5.79761, 4.10232, 4.21909], [5.38016, 5.04548, 3.28992], [4.28351, 4.78477, 2.48006], [2.74785, 3.37509, 1.97344], [3.49028, 1.69836, 3.62838], [5.44644, 2.16265, 5.06522], [6.65228, 4.30736, 4.85013], [5.90917, 5.98477, 3.19779], [3.95994, 5.52102, 1.75565]], "forces_ev_per_a": [[-0.2, -0.3, -0.1], [0.1, -0.1, 0.2], [0.1, 0.2, -0.2], [0.0, -0.2, 0.1], [0.0, -0.1, 0.1], [-0.1, 0.1, 0.0], [-0.2, 0.0, 0.2], [0.1, 0.1, 0.0], [-0.1, -0.1, 0.1], [0.0, 0.1, -0.3], [0.0, -0.2, 0.0], [0.6, 0.6, 0.7], [-0.1, 0.1, -0.4], [-0.2, -0.1, -0.5], [0.1, -0.3, -0.2], [-0.3, 0.0, -0.1], [0.0, 0.2, -0.3], [0.2, -0.3, 0.0], [0.0, 0.2, -0.1], [-0.5, 0.0, 0.3], [0.2, 0.0, 0.0], [0.2, 0.1, 0.0], [-0.1, -0.2, 0.2], [0.1, 0.1, 0.0], [0.0, 0.0, -0.1], [0.0, 0.2, 0.0], [0.1, -0.1, -0.1], [-0.1, 0.1, -0.1], [0.0, -0.2, 0.1], [-0.2, 0.1, 0.0], [0.0, 0.2, 0.0], [-0.2, -0.1, 0.1], [-0.1, 0.0, 0.1], [0.2, 0.2, 0.0], [0.1, -0.2, 0.1], [-0.2, 0.1, -0.1], [-0.2, 0.1, 0.0], [0.1, 0.1, -0.1], [0.0, 0.0, 0.1], [0.1, 0.2, 0.1], [-0.1, 0.1, -0.1], [0.2, 0.0, 0.0], [0.0, -0.1, 0.3], [0.1, 0.0, 0.4], [0.1, 0.1, 0.0], [0.1, 0.0, 0.1], [0.1, -0.2, 0.0], [0.1, 0.1, -0.1], [0.0, 0.0, 0.2], [-0.1, 0.0, 0.3], [0.3, -0.1, -0.2], [0.0, 0.0, -0.1], [-0.1, -0.2, -0.1], [0.1, 0.0, -0.1], [0.0, 0.0, 0.1], [0.3, 0.1, 0.0], [-0.1, -0.1, 0.0], [0.0, 0.0, 0.0], [0.0, 0.0, 0.0], [0.0, 0.0, 0.0], [-0.1, 0.2, -0.2], [-0.2, -0.1, 0.1], [0.0, 0.0, 0.0], [0.0, 0.0, 0.0], [0.0, 0.0, 0.0], [0.0, 0.0, 0.0], [0.0, 0.0, 0.0], [0.0, 0.0, -0.1], [0.0, 0.0, 0.0], [0.0, 0.0, 0.0], [0.0, 0.0, 0.0], [0.0, 0.0, 0.0], [0.0, 0.0, 0.0], [0.0, 0.0, 0.0], [0.0, 0.0, 0.0], [0.0, 0.0, 0.0], [0.0, 0.0, 0.0], [0.0, 0.0, 0.0], [0.0, 0.0, 0.0]]}

***

Record 3
{"formula": "C2H8N4S", "method": "wB97M-V/def2-TZVPD", "multiplicity": 1, "lumo_ev": [-11.4, -11.4], "e_homo_ev": [-17.8, -17.8], "e_tot_ev": -18973.6862, "total_charge": 2, "orbital_gap_ev": [6.4, 6.4], "symbols": ["C", "C", "N", "N", "N", "N", "S", "H", "H", "H", "H", "H", "H", "H", "H"], "coordinates": [[-1.10011, -1.40366, -0.00479], [0.93198, 2.28414, -0.04145], [-0.12497, -2.26009, 0.06401], [-1.00869, -0.11087, -0.16023], [0.97954, -2.57423, -0.45568], [0.93586, 1.07623, 0.49971], [-2.18776, 1.06334, -0.05764], [-2.01878, -1.87702, 0.28378], [1.18722, 2.32112, -1.11423], [0.18383, 3.05950, 0.34863], [1.97816, 2.65615, 0.17383], [1.57362, -3.21675, 0.16189], [1.43077, -2.35602, -1.37095], [0.44674, 0.98410, 1.50172], [-3.20742, 0.35406, 0.17139]], "forces_ev_per_a": [[-2.1, 2.8, -0.9], [-2.0, 2.5, 0.2], [4.6, -2.5, 0.4], [0.6, 0.0, -0.2], [-0.4, -0.3, 1.6], [-0.4, -2.0, 2.4], [2.6, 0.8, -0.3], [-0.8, -0.2, 0.1], [-0.3, -0.3, -0.2], [1.2, -0.9, -0.6], [0.3, -0.3, 0.6], [-1.2, 0.6, -1.1], [-0.9, 0.7, 0.3], [1.0, 0.6, -2.5], [-2.3, -1.6, 0.4]]}

***

Record 4
{"formula": "C7H10N2O2S", "method": "wB97M-V/def2-TZVPD", "multiplicity": 1, "lumo_ev": 0.6, "e_homo_ev": -8.9, "smiles": "C[C@H](c1ccsc1)N(O)C(N)=O", "e_tot_ev": -25330.4601, "orbital_gap_ev": 9.5, "symbols": ["C", "C", "C", "C", "C", "S", "C", "N", "O", "C", "N", "O", "H", "H", "H", "H", "H", "H", "H", "H", "H", "H"], "coordinates": [[0.64168, 2.10680, -0.87596], [0.31340, 0.58011, -0.88266], [-1.03941, 0.10655, -0.45431], [-1.80293, 0.67827, 0.62093], [-2.94430, 0.02105, 0.93916], [-3.14892, -1.33266, -0.16977], [-1.66497, -0.99280, -0.92671], [1.33519, -0.02318, -0.00726], [1.20403, 0.39615, 1.29236], [1.56363, -1.42244, -0.16218], [2.07444, -2.03318, 0.97237], [1.46903, -1.98413, -1.23976], [0.51101, 2.59211, 0.05238], [1.72832, 2.24558, -1.07441], [0.04486, 2.75406, -1.61959], [0.53272, 0.18605, -1.86023], [-1.54895, 1.62709, 1.15422], [-3.63486, 0.14309, 1.78562], [-1.35292, -1.68103, -1.73414], [2.07599, 0.80557, 1.46748], [2.00499, -3.02064, 0.84228], [1.63797, -1.75243, 1.88018]], "forces_ev_per_a": [[-0.3, 0.4, -2.0], [0.8, 1.0, 0.4], [-0.6, 0.9, 0.7], [0.2, 1.5, 0.9], [-0.3, -1.1, -0.5], [0.0, 0.6, 1.0], [0.0, -1.2, -1.3], [0.1, -1.6, -1.6], [0.8, 0.5, 1.2], [0.3, 0.8, 0.0], [-1.1, 0.5, 1.1], [-0.1, 0.5, 0.6], [-0.5, 0.2, 1.3], [-0.7, -0.3, -0.3], [0.8, -1.3, 0.9], [0.1, -0.1, -0.4], [0.1, -1.1, -0.5], [0.4, 0.2, -0.7], [0.0, 0.7, 0.6], [-0.7, -0.2, 0.2], [0.2, -0.6, 0.0], [0.6, -0.1, -1.3]]}

***

Record 5
{"formula": "C3H7N3O2", "method": "wB97M-V/def2-TZVPD", "multiplicity": 1, "lumo_ev": -0.3, "e_homo_ev": -8.6, "e_tot_ev": -11781.0255, "orbital_gap_ev": 8.3, "symbols": ["C", "C", "C", "H", "H", "H", "H", "H", "H", "H", "N", "N", "N", "O", "O"], "coordinates": [[1.34531, 1.51121, 0.13730], [1.42703, 0.03089, -0.12240], [-0.90188, 0.14451, -0.03700], [1.04188, 1.87507, 1.07080], [0.83341, 2.03796, -0.62690], [2.26379, 1.90334, 0.10204], [1.04575, -2.22042, -0.13230], [-0.94673, 1.07974, 0.49629], [-1.72765, -1.89310, -0.86024], [-3.62620, 0.27737, -0.37664], [2.47458, -0.77941, 0.20561], [0.16198, -0.50111, -0.36910], [-2.01436, -0.72682, -0.31030], [1.91633, -2.11571, 0.26363], [-3.29322, -0.62351, 0.55920]], "forces_ev_per_a": [[0.2, -1.3, -1.3], [1.1, -0.7, 2.0], [-0.6, -5.2, -0.6], [-1.1, -0.3, 1.7], [-0.9, 0.3, -0.8], [4.0, 1.4, -0.3], [-0.4, 1.0, -0.3], [-0.7, 0.2, 0.0], [-1.1, 5.0, 2.9], [0.6, -4.1, 4.7], [-5.5, 1.1, -1.4], [0.5, 0.4, 0.0], [-0.2, -1.9, -0.5], [2.7, -0.1, 0.4], [1.3, 4.4, -6.6]]}

***

Repeat the fifth record exactly.
{"formula": "C3H7N3O2", "method": "wB97M-V/def2-TZVPD", "multiplicity": 1, "lumo_ev": -0.3, "e_homo_ev": -8.6, "e_tot_ev": -11781.0255, "orbital_gap_ev": 8.3, "symbols": ["C", "C", "C", "H", "H", "H", "H", "H", "H", "H", "N", "N", "N", "O", "O"], "coordinates": [[1.34531, 1.51121, 0.13730], [1.42703, 0.03089, -0.12240], [-0.90188, 0.14451, -0.03700], [1.04188, 1.87507, 1.07080], [0.83341, 2.03796, -0.62690], [2.26379, 1.90334, 0.10204], [1.04575, -2.22042, -0.13230], [-0.94673, 1.07974, 0.49629], [-1.72765, -1.89310, -0.86024], [-3.62620, 0.27737, -0.37664], [2.47458, -0.77941, 0.20561], [0.16198, -0.50111, -0.36910], [-2.01436, -0.72682, -0.31030], [1.91633, -2.11571, 0.26363], [-3.29322, -0.62351, 0.55920]], "forces_ev_per_a": [[0.2, -1.3, -1.3], [1.1, -0.7, 2.0], [-0.6, -5.2, -0.6], [-1.1, -0.3, 1.7], [-0.9, 0.3, -0.8], [4.0, 1.4, -0.3], [-0.4, 1.0, -0.3], [-0.7, 0.2, 0.0], [-1.1, 5.0, 2.9], [0.6, -4.1, 4.7], [-5.5, 1.1, -1.4], [0.5, 0.4, 0.0], [-0.2, -1.9, -0.5], [2.7, -0.1, 0.4], [1.3, 4.4, -6.6]]}

***

Question: What is the multiplicity in the fifth record?
Answer: 1

***

Question: What is the multiplicity in the third record?
Answer: 1